(1)
Molecular formula: C6H16N2
Method: DFT, ωB97M-V/def2-TZVPD

The total energy is -347.6689 hartree. Its LUMO energy is 1.09 eV. As for the structure (SMILES): CCC[C@H](N)CNC. The energy above the lowest of the compared OMol25 structures with the same formula, charge and spin is 35.1 kcal/mol. For the max |F|, the calculation gives 0.0538 hartree/bohr. The value obtained for the HOMO energy is -8.71 eV.

Each line ends with the Löwdin charge.
Positions of all 24 atoms, in Å:
N (1.145, -1.222, -1.367)  0.03
C (0.726, -0.007, -0.585)  -0.37
C (-0.441, 0.685, -1.305)  -0.19
C (-1.579, -0.258, -1.785)  -0.25
C (-2.859, -0.116, -0.913)  -0.11
C (0.425, -0.214, 0.951)  -0.19
N (1.384, 0.667, 1.634)  -0.13
C (1.393, 0.566, 3.066)  -0.16
H (2.147, -1.369, -1.334)  0.07
H (0.657, -1.963, -0.877)  0.05
H (1.601, 0.642, -0.649)  0.12
H (-0.843, 1.488, -0.672)  0.11
H (-0.034, 1.011, -2.253)  0.10
H (-1.230, -1.303, -1.782)  0.09
H (-1.753, -0.055, -2.834)  0.09
H (-2.694, 0.057, 0.139)  0.05
H (-3.531, -0.936, -1.148)  0.06
H (-3.387, 0.734, -1.394)  0.07
H (-0.635, -0.046, 1.195)  0.10
H (0.502, -1.291, 1.164)  0.11
H (1.228, 1.594, 1.271)  0.10
H (1.363, -0.426, 3.519)  0.08
H (2.354, 0.952, 3.429)  0.07
H (0.622, 1.177, 3.558)  0.07


(2)
Molecular formula: C31H59FN3O15P3
Method: DFT, ωB97M-V/def2-TZVPD

The total energy is -3633.7062 hartree. Its LUMO energy is -0.19 eV. As for the structure (SMILES): CC[C@H](F)c1cnc2c(C)cc(C[C@@H](O)CN)c(CCCCCOC(C)=O)c2n1.COP(=O)(OC)OC.COP(=O)(OC)OC.COP(=O)(OC)OC. For the max |F|, the calculation gives 0.0146 hartree/bohr. The value obtained for the HOMO energy is -8.77 eV.

Each line ends with the Löwdin charge.
Positions of all 112 atoms, in Å:
C (5.787, 1.772, 1.247)  -0.09
C (4.467, 1.310, 1.881)  -0.18
C (3.471, 0.646, 0.943)  -0.28
F (4.150, -0.193, 0.049)  -0.01
C (2.576, 1.554, 0.132)  -0.18
C (3.064, 2.724, -0.509)  -0.04
N (2.301, 3.511, -1.205)  0.15
C (0.991, 3.162, -1.319)  -0.16
C (0.109, 3.982, -2.055)  -0.20
C (0.584, 5.238, -2.733)  -0.03
C (-1.189, 3.594, -2.143)  0.02
C (-1.707, 2.416, -1.543)  -0.14
C (-3.162, 2.074, -1.767)  -0.09
C (-4.158, 3.249, -1.657)  -0.37
O (-3.913, 4.090, -0.563)  -0.02
C (-4.325, 4.013, -3.013)  -0.21
N (-4.028, 5.448, -2.920)  0.01
C (-0.865, 1.609, -0.833)  -0.13
C (-1.272, 0.304, -0.207)  -0.14
C (-0.790, -0.904, -1.013)  -0.19
C (-1.278, -0.849, -2.471)  -0.16
C (-0.296, -0.108, -3.409)  -0.14
C (0.348, -0.976, -4.495)  -0.14
O (0.162, -0.454, -5.831)  -0.06
C (1.113, 0.454, -6.213)  -0.52
C (0.881, 1.888, -5.816)  0.01
O (2.072, 0.118, -6.856)  0.13
C (0.495, 1.989, -0.708)  -0.14
N (1.326, 1.200, 0.029)  0.21
H (5.755, 2.827, 0.978)  0.06
H (6.597, 1.656, 1.963)  0.07
H (6.026, 1.189, 0.362)  0.07
H (4.701, 0.568, 2.645)  0.09
H (3.976, 2.125, 2.412)  0.12
H (2.805, 0.014, 1.526)  0.11
H (4.110, 2.986, -0.419)  0.11
H (1.601, 5.479, -2.447)  0.07
H (-0.071, 6.067, -2.468)  0.08
H (0.534, 5.110, -3.815)  0.08
H (-1.849, 4.239, -2.700)  0.10
H (-3.487, 1.282, -1.100)  0.10
H (-3.266, 1.672, -2.781)  0.12
H (-5.125, 2.796, -1.442)  0.13
H (-3.126, 4.617, -0.742)  0.08
H (-5.360, 3.880, -3.332)  0.10
H (-3.713, 3.537, -3.776)  0.10
H (-3.464, 5.750, -3.701)  0.07
H (-4.877, 5.992, -2.944)  0.07
H (-0.843, 0.274, 0.795)  0.10
H (-2.349, 0.218, -0.084)  0.10
H (-1.220, -1.798, -0.552)  0.11
H (0.292, -1.022, -0.954)  0.10
H (-1.455, -1.858, -2.838)  0.11
H (-2.217, -0.296, -2.474)  0.09
H (0.499, 0.325, -2.802)  0.11
H (-0.822, 0.709, -3.899)  0.10
H (1.425, -1.055, -4.339)  0.13
H (-0.073, -1.977, -4.500)  0.12
H (1.026, 2.519, -6.690)  0.09
H (-0.107, 2.070, -5.403)  0.06
H (1.619, 2.181, -5.070)  0.10
C (1.223, -2.009, 2.482)  -0.09
O (1.083, -2.014, 3.910)  -0.20
P (2.384, -1.835, 4.807)  0.35
O (3.505, -1.199, 4.108)  -0.22
O (2.663, -3.251, 5.443)  -0.22
C (3.019, -4.353, 4.600)  -0.07
O (1.839, -1.093, 6.085)  -0.22
C (2.224, 0.269, 6.325)  -0.08
H (0.510, -2.721, 2.072)  0.09
H (1.003, -1.014, 2.094)  0.07
H (2.229, -2.295, 2.180)  0.08
H (3.600, -4.020, 3.739)  0.09
H (2.115, -4.865, 4.268)  0.09
H (3.619, -5.030, 5.200)  0.09
H (1.696, 0.937, 5.647)  0.09
H (3.298, 0.393, 6.202)  0.08
H (1.942, 0.493, 7.350)  0.09
C (0.605, -6.475, 9.105)  -0.09
O (1.334, -5.460, 9.809)  -0.21
P (2.883, -5.240, 9.518)  0.34
O (3.330, -5.794, 8.236)  -0.23
O (3.621, -5.791, 10.805)  -0.21
C (3.521, -7.187, 11.095)  -0.09
O (3.080, -3.698, 9.742)  -0.19
C (3.368, -2.872, 8.599)  -0.08
H (-0.102, -6.913, 9.806)  0.09
H (0.064, -6.022, 8.276)  0.09
H (1.265, -7.248, 8.717)  0.08
H (3.459, -7.779, 10.180)  0.08
H (2.646, -7.372, 11.719)  0.09
H (4.418, -7.471, 11.637)  0.09
H (2.475, -2.740, 7.994)  0.07
H (4.156, -3.316, 7.995)  0.09
H (3.701, -1.911, 8.982)  0.09
C (-5.414, -0.735, -8.948)  -0.09
O (-5.421, -0.484, -7.534)  -0.21
P (-5.148, 0.980, -6.981)  0.33
O (-5.372, 2.048, -7.958)  -0.23
O (-3.698, 0.911, -6.347)  -0.21
C (-2.591, 0.644, -7.216)  -0.07
O (-6.000, 1.038, -5.659)  -0.21
C (-7.145, 1.903, -5.602)  -0.09
H (-4.962, -1.712, -9.101)  0.09
H (-6.438, -0.745, -9.318)  0.09
H (-4.849, 0.022, -9.488)  0.08
H (-2.758, 1.063, -8.209)  0.09
H (-2.426, -0.431, -7.283)  0.10
H (-1.716, 1.114, -6.778)  0.06
H (-7.967, 1.483, -6.180)  0.09
H (-6.899, 2.893, -5.980)  0.08
H (-7.431, 1.967, -4.556)  0.08